Density functional theory data (ωB97M-V with the def2-TZVPD basis set) for a cluster of 2 separate species, C4H11NO in total.

The HOMO-LUMO gap comes out at 0.386 Eh. The value obtained for the energy relative to the best compared isomer or geometry (same formula, charge and spin) is 135.36 kJ/mol. As for the strongest force on any atom: 0.010 hartree/bohr. As for the SMILES: CC(C)N.C=O. The calculation puts the HOMO energy at -9.5630 eV.

```
! RIJCOSX wB97M-V def2-TZVPD def2/J DEFGRID3
* xyz 0 1
C -1.67 0.61 1.36
C -0.52 0.00 0.55
C -0.63 -1.51 0.45
N -0.42 0.56 -0.80
H -1.69 0.24 2.38
H -1.59 1.69 1.36
H -2.61 0.34 0.88
H 0.43 0.23 1.03
H 0.21 -1.89 -0.13
H -0.54 -1.96 1.43
H -1.56 -1.83 -0.02
H -0.39 1.57 -0.76
H -1.26 0.35 -1.33
O 3.39 -0.66 -2.03
C 3.05 0.41 -1.60
H 2.64 1.20 -2.25
H 3.15 0.65 -0.52
*
```